# 1
{
  "formula": "C9H14BrN2O2",
  "method": "ωB97M-V/def2-TZVPD",
  "elements": ["Br", "O", "O", "N", "N", "C", "C", "C", "C", "C", "C", "C", "C", "C", "H", "H", "H", "H", "H", "H", "H", "H", "H", "H", "H", "H", "H", "H"],
  "positions_angstrom": [[-0.490, 3.242, 0.916], [1.351, 1.018, -2.575], [-2.009, -0.313, -0.210], [-0.511, -0.890, 1.462], [1.145, -1.070, -0.670], [-1.315, -1.047, 2.548], [-1.595, 1.750, 1.488], [2.067, -0.163, -2.733], [-1.932, -0.038, 3.167], [-1.492, 1.268, 2.709], [-0.814, -0.239, 0.415], [2.471, -0.935, -1.446], [0.079, 0.675, -1.929], [0.411, 0.187, -0.508], [-0.650, -0.079, -2.354], [-2.835, -0.556, 0.235], [-0.408, 1.540, -1.825], [-2.372, 0.025, 4.143], [1.403, -1.571, 0.164], [1.600, -0.807, -3.568], [3.057, -0.478, -0.715], [-0.813, 1.637, 3.458], [0.545, -1.771, -1.329], [2.908, 0.184, -3.202], [-2.462, 1.479, 0.972], [0.935, 0.823, 0.272], [2.896, -1.833, -1.716], [-1.171, -2.038, 2.830]],
  "de_lowest_ev": 1.7231,
  "homo_ev": -12.1,
  "total_charge": 1,
  "energy_ha": -3184.936417,
  "smiles": "O\\C(=N/C=C\\C=C\\Br)[C@@H]1COCC[NH2+]1",
  "homo_lumo_gap_ev": 8.98
}

# 2
{
  "formula": "C3H4BrN",
  "method": "ωB97M-V/def2-TZVPD",
  "elements": ["Br", "N", "C", "C", "C", "H", "H", "H", "H"],
  "positions_angstrom": [[1.011, -0.793, 1.954], [0.518, -1.974, -1.561], [0.570, -0.037, 0.078], [0.542, -1.199, -0.765], [-0.756, 0.693, 0.106], [-0.693, 1.558, 0.787], [1.361, 0.568, -0.279], [-1.510, 0.016, 0.609], [-1.042, 1.169, -0.929]],
  "de_lowest_ev": 0.3205,
  "homo_ev": -10.9,
  "total_charge": 0,
  "energy_ha": -2745.450238,
  "smiles": "C[C@@H](Br)C#N",
  "homo_lumo_gap_ev": 10.88
}

# 3
{
  "formula": "C5H5N5",
  "method": "ωB97M-V/def2-TZVPD",
  "elements": ["N", "N", "N", "N", "N", "C", "C", "C", "C", "C", "H", "H", "H", "H", "H"],
  "positions_angstrom": [[-2.200, 2.200, -0.519], [-1.157, 0.272, -0.259], [-0.139, -1.878, -0.898], [2.639, -1.926, 0.130], [1.621, -0.493, 1.858], [-0.619, -0.887, -0.579], [-1.121, 0.915, 0.967], [2.063, -1.184, 1.055], [-1.770, 2.093, 0.775], [-1.831, 1.122, -1.119], [2.550, -2.924, 0.269], [-1.961, 2.877, 1.478], [2.462, -1.640, -0.825], [-0.625, 0.471, 1.807], [-1.992, 0.880, -2.152]],
  "de_lowest_ev": 2.5024,
  "homo_ev": -9.7,
  "total_charge": 0,
  "energy_ha": -467.270411,
  "smiles": "N#Cn1ccnc1.N#CN",
  "homo_lumo_gap_ev": 10.31
}

# 4
{
  "formula": "C19H22N2O3S",
  "method": "ωB97M-V/def2-TZVPD",
  "elements": ["S", "O", "O", "O", "N", "N", "C", "C", "C", "C", "C", "C", "C", "C", "C", "C", "C", "C", "C", "C", "C", "C", "C", "C", "C", "H", "H", "H", "H", "H", "H", "H", "H", "H", "H", "H", "H", "H", "H", "H", "H", "H", "H", "H", "H", "H", "H"],
  "positions_angstrom": [[0.846, -0.470, -1.118], [1.231, 0.285, -2.272], [-1.496, 0.925, 2.742], [-0.374, -1.239, -1.188], [0.818, 0.556, 0.181], [-2.003, -0.136, 0.812], [2.952, -3.693, 0.110], [-3.438, 0.031, 0.924], [-5.166, -0.410, -0.811], [-2.348, 3.041, -1.662], [-1.099, 2.483, -1.453], [0.324, 0.041, 1.432], [4.503, -1.906, -0.275], [-1.102, 3.319, 0.795], [3.463, -1.081, -0.659], [4.260, -3.220, 0.118], [5.392, -4.116, 0.513], [-2.979, 3.733, -0.641], [-1.157, 0.339, 1.732], [0.886, 1.991, -0.012], [-2.356, 3.868, 0.587], [2.171, -1.572, -0.657], [1.906, -2.873, -0.276], [-4.063, 0.202, -0.422], [-0.467, 2.621, -0.223], [2.752, -4.712, 0.409], [5.061, -4.872, 1.220], [1.383, 2.426, 0.860], [3.634, -0.063, -0.972], [5.516, -1.531, -0.277], [-3.541, 0.883, -1.080], [0.918, 0.459, 2.252], [-2.845, 4.403, 1.388], [-5.695, -1.091, -0.164], [5.782, -4.626, -0.368], [-1.638, -0.622, -0.002], [6.204, -3.545, 0.956], [-0.622, 3.425, 1.756], [-0.604, 1.933, -2.240], [-5.592, -0.250, -1.786], [1.505, 2.141, -0.899], [-3.878, -0.830, 1.442], [-3.606, 0.921, 1.543], [-2.829, 2.940, -2.624], [0.887, -3.227, -0.298], [0.465, -1.043, 1.411], [-3.957, 4.164, -0.803]],
  "de_lowest_ev": 2.1680,
  "homo_ev": -9.0,
  "total_charge": 0,
  "energy_ha": -1470.624398,
  "smiles": "C=CCNC(=O)CN(Cc1ccccc1)S(=O)(=O)c1ccc(C)cc1",
  "homo_lumo_gap_ev": 9.56
}

# 5
{
  "formula": "C53H69N7O5PW",
  "method": "ωB97M-V/def2-TZVPD",
  "elements": ["W", "P", "O", "O", "O", "O", "O", "N", "N", "N", "N", "N", "N", "N", "C", "C", "C", "C", "C", "C", "C", "C", "C", "C", "C", "C", "C", "C", "C", "C", "C", "C", "C", "C", "C", "C", "C", "C", "C", "C", "C", "C", "C", "C", "C", "C", "C", "C", "C", "C", "C", "C", "C", "C", "C", "C", "C", "C", "C", "C", "C", "C", "C", "C", "C", "C", "C", "H", "H", "H", "H", "H", "H", "H", "H", "H", "H", "H", "H", "H", "H", "H", "H", "H", "H", "H", "H", "H", "H", "H", "H", "H", "H", "H", "H", "H", "H", "H", "H", "H", "H", "H", "H", "H", "H", "H", "H", "H", "H", "H", "H", "H", "H", "H", "H", "H", "H", "H", "H", "H", "H", "H", "H", "H", "H", "H", "H", "H", "H", "H", "H", "H", "H", "H", "H", "H"],
  "positions_angstrom": [[-0.724, 0.788, -0.965], [0.165, -0.225, -3.362], [1.148, 0.237, -0.811], [5.125, 5.837, 1.230], [-3.610, 0.837, -0.788], [-1.557, 1.754, 0.473], [4.628, 4.765, 3.093], [-0.030, -0.963, -6.009], [1.970, -1.685, -4.830], [-2.150, -1.273, -1.294], [1.711, 0.651, -5.465], [0.189, 2.680, -1.257], [-1.851, 1.756, -2.624], [-0.630, -0.493, 0.665], [4.045, -0.751, -0.359], [-3.143, -1.208, 5.817], [2.731, -1.495, -0.064], [0.939, -2.041, -5.806], [-0.406, 3.504, -2.026], [1.447, -1.599, -3.487], [-3.257, -3.836, -1.405], [2.644, -0.459, -5.267], [-1.425, -2.348, -1.657], [4.439, 5.043, 1.795], [3.210, 4.625, -0.299], [4.135, 0.368, 0.695], [-3.798, 3.457, 1.313], [-4.007, -2.751, -1.000], [-1.719, -0.697, 5.521], [-2.367, 1.170, 3.910], [-1.180, -0.748, 3.053], [-3.433, -1.489, -0.949], [-3.515, 1.969, -4.312], [-2.176, 3.849, -3.732], [0.389, -1.445, 0.583], [-2.825, 1.232, -3.363], [-0.866, -0.739, -4.848], [0.435, -2.720, 1.122], [1.659, -4.893, 1.483], [-1.809, 4.271, 2.611], [1.299, -4.957, 2.974], [-3.918, 3.595, 3.785], [0.684, 0.244, -6.426], [4.108, -0.118, -1.754], [2.733, -2.780, 0.478], [-3.201, 3.303, -4.495], [3.037, -5.525, 1.279], [-0.730, -1.858, 5.639], [1.420, 2.860, 0.868], [-1.926, -3.626, -1.733], [-1.341, 0.386, 6.547], [5.266, -1.660, -0.208], [-2.987, 3.281, 2.607], [2.203, 4.066, -1.060], [-1.526, 3.043, -2.825], [-1.796, 1.216, 1.651], [3.321, 4.332, 1.056], [1.148, 1.122, -4.222], [-1.730, -0.109, 4.121], [-2.407, 1.869, 2.713], [-4.281, -0.353, -0.456], [1.287, 3.201, -0.468], [2.424, 3.438, 1.627], [-1.220, -0.104, 1.793], [1.613, -3.441, 1.009], [0.630, -5.697, 0.671], [1.462, -0.901, -0.137], [4.991, 0.520, -1.815], [0.880, -5.679, -0.394], [2.160, 4.274, -2.124], [-1.201, -0.079, 7.523], [-2.837, 1.630, 4.767], [2.240, -1.400, -2.774], [3.317, 1.081, 0.575], [3.807, -5.028, 1.875], [-0.681, -1.697, 3.164], [-3.181, 3.335, 0.420], [0.281, -1.561, 5.346], [3.004, -6.567, 1.596], [-4.056, 1.598, -0.389], [-1.589, 0.043, -5.079], [3.399, -0.173, -4.536], [-0.091, 4.541, -2.061], [5.237, -2.503, -0.903], [3.235, 0.500, -1.966], [-0.385, -2.168, -1.866], [0.981, -2.549, -3.221], [0.738, 2.165, 1.338], [1.171, 0.039, -7.377], [-3.056, 0.194, -3.180], [-0.438, -3.141, 1.606], [-3.737, 3.902, -5.219], [3.676, -3.304, 0.494], [-1.418, -1.650, -4.600], [-3.424, -2.008, 5.130], [-4.213, 4.464, 1.287], [-1.231, 4.182, 3.534], [2.483, 3.162, 2.673], [-1.872, 4.884, -3.838], [-0.384, -5.308, 0.800], [0.632, -6.739, 0.997], [4.020, 4.103, 3.438], [-0.690, -2.189, 6.676], [1.424, -2.248, -6.759], [-0.407, 0.886, 6.278], [-4.432, 4.536, 3.594], [0.420, -2.942, -5.476], [5.372, -2.043, 0.809], [-4.645, 2.761, 1.290], [-3.884, -0.408, 5.742], [3.339, -5.510, 0.229], [-1.033, -2.722, 5.041], [3.138, -0.662, -6.216], [4.216, -0.885, -2.524], [3.936, 5.297, -0.739], [-1.138, 4.097, 1.765], [4.097, -0.045, 1.705], [1.938, 1.463, -3.550], [-1.283, -4.441, -2.036], [-0.028, 1.059, -6.570], [5.078, 0.907, 0.582], [-4.680, 2.823, 3.919], [0.295, -4.567, 3.170], [2.013, -4.388, 3.574], [-5.047, -2.867, -0.719], [-3.181, -1.602, 6.834], [-4.417, -0.451, 0.627], [-3.373, 3.719, 4.722], [0.477, 1.963, -4.420], [-3.695, -4.824, -1.462], [1.321, -5.992, 3.316], [-2.182, 5.294, 2.548], [-5.267, -0.399, -0.924], [-4.291, 1.494, -4.900], [6.164, -1.082, -0.430], [-2.119, 1.142, 6.666]],
  "de_lowest_ev": 0.8365,
  "homo_ev": [-15.2, -15.3],
  "total_charge": 3,
  "s2": 2.09,
  "energy_ha": -3228.141957,
  "homo_lumo_gap_ev": [5.59, 4.86],
  "multiplicity": 3
}